The following is a quantum chemistry calculation of a structure of composition C20H18BrIrN2O2S at a distorted geometry, from OMol25.

The geometry in XYZ format:
```
45
Properties=species:S:1:pos:R:3:forces:R:3
Ir 0.310 0.269 -0.402 0.0 -0.2 0.3
Br 5.257 -3.925 3.108 0.1 -0.1 0.1
C 4.037 -3.087 1.982 -0.2 0.4 0.1
C 3.607 -3.780 0.806 0.0 0.1 0.0
C 2.719 -3.216 -0.046 -0.1 0.1 0.0
C 2.175 -1.925 0.227 0.2 -0.1 0.2
O 1.303 -1.455 -0.574 -0.2 0.4 -0.1
C 2.647 -1.201 1.395 -0.4 0.6 -0.2
C 2.295 0.123 1.678 0.4 -0.9 0.1
N 1.489 0.903 0.957 -0.6 0.1 -0.8
C 1.287 2.271 1.338 0.0 0.1 0.0
C 2.039 2.993 2.226 0.0 -0.1 0.0
C 1.709 4.338 2.492 0.0 0.0 0.0
C 0.653 4.942 1.869 0.0 0.0 0.0
C -0.125 4.224 0.928 0.0 0.0 0.0
C -1.212 4.775 0.211 0.0 0.0 0.0
C -1.882 4.006 -0.699 0.0 0.0 0.0
C -1.482 2.676 -0.904 0.0 0.0 0.0
N -0.477 2.136 -0.243 0.0 0.1 0.0
C 0.208 2.890 0.670 0.0 0.0 0.0
C 3.573 -1.834 2.259 0.4 -0.6 0.2
H 4.008 -4.765 0.611 0.0 0.0 0.0
H 2.384 -3.724 -0.939 0.0 0.0 0.0
H 2.739 0.563 2.563 0.0 0.0 0.0
H 2.903 2.571 2.720 0.0 0.0 0.0
H 2.314 4.893 3.195 0.0 0.0 0.0
H 0.410 5.976 2.075 0.0 0.0 0.0
H -1.499 5.805 0.384 0.0 0.0 0.0
H -2.710 4.398 -1.269 0.0 0.0 0.0
H -1.988 2.040 -1.616 0.0 0.0 0.0
H 3.924 -1.304 3.135 0.0 0.0 0.0
O -1.411 -0.337 -1.192 0.3 0.3 0.0
S -1.898 -1.840 -1.092 0.0 -0.2 0.1
C -3.690 -1.725 -1.096 0.0 0.0 0.0
C -4.097 -2.951 -1.906 0.0 0.0 0.0
C -3.236 -2.939 -3.175 0.0 0.0 0.0
C -1.820 -2.462 -2.798 0.0 0.0 -0.1
H -3.937 -0.788 -1.600 0.0 0.0 0.0
H -4.050 -1.710 -0.070 0.0 0.0 0.0
H -5.161 -2.912 -2.131 0.0 0.0 0.0
H -3.926 -3.861 -1.326 0.0 0.0 0.0
H -3.659 -2.258 -3.911 0.0 0.0 0.0
H -3.195 -3.926 -3.629 0.0 0.0 0.0
H -1.468 -1.619 -3.392 0.0 0.0 0.0
H -1.067 -3.247 -2.820 0.0 0.0 0.0
```
Forces are in eV/Å.

Net charge   +2
Lowest unoccupied orbital energy (alpha / beta)   -8.8 / -8.8 eV
Energy above the lowest of the compared OMol25 structures with the same formula, charge and spin   0.0 kcal/mol

***

The following is a quantum chemistry calculation of a structure of composition C20H18Cl3NdO3 at a distorted geometry, from OMol25.

The geometry in XYZ format:
```
45
Properties=species:S:1:pos:R:3:forces:R:3
C 0.690 -1.607 3.151 0.2 -0.4 -0.8
C -0.636 -1.901 2.683 0.3 0.0 -0.7
C -0.545 -2.363 1.323 0.8 0.6 -0.1
H -1.584 -1.723 3.218 0.9 -0.3 -0.2
C 0.865 -2.330 0.957 -0.5 0.5 -0.5
C 1.619 -1.840 2.082 -0.8 0.0 0.0
H 2.713 -1.664 2.163 -1.0 -0.3 -0.2
H 1.002 -1.294 4.158 -0.5 -0.2 -0.8
H -1.425 -2.394 0.624 1.0 -0.6 0.7
H 1.254 -2.371 -0.084 -0.2 -0.5 0.8
C -0.723 2.485 1.864 1.0 -0.5 0.0
C -0.362 1.880 3.118 -0.3 0.6 -0.5
C 1.055 1.666 3.166 -0.7 0.4 -0.5
H -1.079 1.637 3.913 0.8 0.4 -0.6
C 1.603 2.155 1.936 -0.6 -0.3 -0.3
C 0.514 2.693 1.134 -0.2 -1.0 -0.5
H 0.563 2.812 0.019 0.1 0.5 1.1
H -1.778 2.534 1.489 1.1 0.5 0.4
H 1.608 1.264 4.040 -0.5 0.3 -0.9
H 2.665 2.040 1.645 -0.8 0.4 0.1
Nd 0.057 0.139 1.042 0.8 0.0 1.7
O -0.055 -0.022 -2.342 -0.3 -0.8 -1.2
C -1.183 -0.775 -2.876 1.7 -0.2 -0.7
C 0.148 -0.804 -3.612 -1.5 -0.1 1.5
H -1.421 -1.668 -2.294 -0.2 0.3 -0.1
H -1.997 -0.204 -3.346 0.4 -0.1 0.4
H 0.753 -1.717 -3.508 -0.2 0.6 0.2
H 1.061 -1.822 -5.941 0.0 0.5 -0.2
C 0.807 -0.756 -6.045 -0.3 0.4 1.1
C 0.318 -0.074 -4.887 0.2 1.0 -1.4
C -0.030 1.296 -5.006 0.3 -0.6 -0.1
H -0.386 1.840 -4.122 0.2 -0.3 -0.4
C 0.130 1.959 -6.230 0.1 -0.3 -0.1
H -0.121 3.023 -6.300 0.1 -0.4 0.0
C 0.612 1.277 -7.362 0.0 -0.3 0.4
H 0.730 1.797 -8.318 -0.1 -0.2 0.4
C 0.948 -0.088 -7.264 -0.2 0.3 0.2
H 1.327 -0.636 -8.136 -0.2 0.3 0.4
Cl -2.001 -0.485 8.216 -0.1 -0.4 0.4
C -1.528 -1.096 6.647 0.1 0.8 -0.3
Cl -0.107 -2.170 6.780 -0.3 0.0 0.0
Cl -2.899 -1.971 5.876 0.4 0.1 0.3
C -1.134 0.147 5.724 -0.3 1.1 -1.1
O -1.191 1.303 6.164 0.0 -1.0 0.6
O -0.856 -0.170 4.541 -0.4 -1.0 1.5
```
Forces are in eV/Å.

Lowest unoccupied orbital energy (alpha / beta)   -1.1 / -1.1 eV
Energy above the lowest of the compared OMol25 structures with the same formula, charge and spin   29.0 kcal/mol
⟨S²⟩   3.757
Multiplicity   4

***

The following is a quantum chemistry calculation of a structure of composition C20H18CrN5OS2, from OMol25.

The geometry in XYZ format:
```
47
Properties=species:S:1:pos:R:3:forces:R:3
Cr 1.270 -0.156 -1.411 0.5 -0.4 0.1
N 3.861 -3.275 0.190 0.0 -0.1 0.1
C 3.274 -2.146 -0.276 -0.2 0.3 -0.2
S 2.230 -2.315 -1.657 -0.3 0.7 -0.1
N 3.503 -1.032 0.350 0.4 -0.3 0.5
N 2.847 0.043 -0.179 -0.5 0.4 0.4
C 3.225 1.190 0.283 0.2 -0.2 0.0
C 2.837 2.460 -0.257 -0.4 0.2 -0.3
C 3.249 3.645 0.378 0.0 0.0 0.1
C 2.935 4.879 -0.141 0.0 0.1 0.1
C 2.206 4.960 -1.331 0.0 -0.1 -0.1
C 1.808 3.818 -1.990 0.0 0.0 -0.1
C 2.106 2.551 -1.471 0.2 0.0 0.7
O 1.715 1.462 -2.088 0.0 0.0 -0.9
H 3.854 -4.088 -0.396 0.0 -0.1 0.0
H 4.565 -3.191 0.903 0.0 0.0 0.0
H 3.942 1.178 1.100 0.1 0.0 -0.1
H 3.833 3.573 1.289 0.0 0.0 0.0
H 3.259 5.777 0.367 0.0 0.0 0.0
H 1.943 5.927 -1.741 0.0 0.0 0.0
H 1.232 3.863 -2.905 0.0 0.0 0.0
C -2.492 -0.160 1.604 -0.1 -0.2 0.0
N -1.454 0.728 2.086 0.2 0.2 -0.1
C -1.036 0.849 3.400 0.0 -0.1 0.1
C 0.023 1.680 3.417 0.1 0.0 0.0
N 0.247 2.056 2.107 -0.2 -0.1 0.1
C -0.664 1.482 1.281 0.0 0.0 0.3
S -0.791 1.712 -0.373 0.3 -0.1 -0.3
H -3.354 -0.119 2.267 0.0 0.1 0.0
H -2.119 -1.183 1.554 0.0 0.0 0.0
H -2.773 0.157 0.603 0.0 0.0 0.0
H -1.529 0.334 4.205 0.0 0.0 0.0
H 0.628 2.030 4.233 0.0 0.0 0.0
H 0.959 2.679 1.762 0.0 0.0 -0.1
C -0.394 -1.147 -1.357 -0.7 -0.4 0.1
C -1.429 -1.787 -1.319 0.3 0.1 -0.1
C -2.622 -2.566 -1.299 -0.1 -0.1 0.0
C -2.784 -3.596 -0.365 0.0 0.1 0.0
C -3.922 -4.383 -0.384 -0.1 0.0 0.0
C -4.911 -4.164 -1.334 0.0 0.0 0.0
C -4.761 -3.140 -2.259 0.0 0.0 0.0
C -3.633 -2.338 -2.239 0.0 0.0 0.0
H -1.999 -3.774 0.359 0.0 0.0 0.0
H -4.041 -5.182 0.338 0.0 0.0 0.0
H -5.796 -4.786 -1.354 0.0 0.0 0.0
H -5.530 -2.974 -3.003 0.0 0.0 0.0
H -3.517 -1.530 -2.949 0.0 0.0 0.0
```
Forces are in eV/Å.

Lowest unoccupied orbital energy (alpha / beta)   -0.2 / 0.0 eV
Energy above the lowest of the compared OMol25 structures with the same formula, charge and spin   16.5 kcal/mol
⟨S²⟩   0.896
Multiplicity   2

***

The following is a quantum chemistry calculation of a structure of composition C20H18ErF3O3 at a distorted geometry, from OMol25.

The geometry in XYZ format:
```
45
Properties=species:S:1:pos:R:3:forces:R:3
C 0.545 -2.029 1.349 0.5 -1.3 -1.3
C -0.737 -2.504 0.898 1.3 -0.7 -0.8
C -0.694 -2.588 -0.541 0.8 0.6 0.9
H -1.553 -2.811 1.540 0.1 0.2 0.0
C 0.615 -2.163 -0.981 0.0 0.3 0.4
C 1.389 -1.823 0.186 -0.8 -0.8 0.4
H 2.466 -1.595 0.250 -0.8 0.1 -0.3
H 0.870 -1.889 2.368 -0.2 -0.1 0.1
H -1.531 -2.913 -1.157 0.3 0.1 0.1
H 1.000 -2.117 -2.024 -0.5 0.0 1.0
C -0.894 2.528 0.182 0.6 -1.2 1.1
C -0.569 2.051 1.509 0.1 1.2 -0.6
C 0.786 1.639 1.526 0.3 0.7 -1.1
H -1.290 1.865 2.300 0.3 0.5 0.0
C 1.293 1.746 0.164 -0.7 0.8 1.0
C 0.241 2.306 -0.647 0.6 -0.3 0.8
H 0.372 2.613 -1.682 -0.2 -0.2 0.2
H -1.857 2.963 -0.061 0.2 -0.2 -0.3
H 1.351 1.357 2.409 -0.1 -0.2 -0.2
H 2.347 1.640 -0.100 -0.5 -0.2 -0.1
Er -0.470 -0.113 0.432 -1.6 0.2 0.0
O -0.119 -0.191 -3.762 -0.1 -0.5 -0.8
C -1.358 -0.745 -4.181 1.1 -0.8 -1.5
C -0.083 -0.952 -5.024 -1.7 -0.4 2.4
H -1.739 -1.631 -3.648 0.2 0.6 0.0
H -2.090 -0.050 -4.627 0.3 -0.3 0.5
H 0.391 -1.949 -4.974 -0.2 0.7 0.2
H 0.975 -1.926 -7.291 -0.2 0.5 -0.1
C 0.623 -0.889 -7.400 -0.6 0.8 0.4
C 0.064 -0.223 -6.266 0.8 0.5 -1.8
C -0.335 1.122 -6.375 0.3 -0.6 -0.3
H -0.712 1.642 -5.489 0.1 -0.1 -0.4
C -0.198 1.775 -7.596 0.2 0.0 -0.5
H -0.460 2.826 -7.654 -0.1 -0.1 0.0
C 0.307 1.135 -8.743 0.2 -0.6 0.4
H 0.446 1.681 -9.698 -0.2 -0.4 0.8
C 0.706 -0.219 -8.634 0.0 0.4 0.2
H 1.117 -0.737 -9.512 -0.2 0.3 0.5
F -2.098 -1.098 6.145 0.1 1.5 -0.9
C -1.880 -0.111 5.216 -0.2 0.1 0.9
F -2.957 0.731 5.271 0.9 -0.9 -0.5
F -0.818 0.638 5.673 -0.8 -0.8 -0.7
C -1.566 -0.855 3.824 0.4 -1.6 -1.3
O -1.252 -2.036 4.031 -0.3 1.8 -0.6
O -1.640 -0.279 2.642 0.2 0.1 1.8
```
Forces are in eV/Å.

Lowest unoccupied orbital energy (alpha / beta)   -0.7 / -0.6 eV
⟨S²⟩   3.753
Multiplicity   4